Molecular formula: C18H48N3O7
Method: DFT, ωB97M-V with the def2-TZVPD basis set

```
! wB97M-V def2-TZVPD RIJCOSX def2/J DEFGRID3
* xyz 1 1
O -0.774 -0.049 -1.187
H -1.029 0.864 -1.069
H -0.272 -0.345 -0.495
H -1.550 -0.504 -1.196
C 5.685 2.544 3.520
O 5.144 2.845 2.502
C 3.783 2.542 2.547
C 3.030 3.168 1.288
N 1.624 2.865 1.398
C 0.944 3.177 0.153
C -0.549 2.960 0.557
O -1.243 2.401 -0.666
C -2.697 2.362 -0.378
H 5.746 1.525 3.389
H 5.232 2.981 4.522
H 6.668 3.213 3.461
H 3.365 3.064 3.412
H 3.642 1.398 2.876
H 3.471 2.667 0.455
H 3.244 4.192 1.402
H 1.187 3.190 2.192
H 1.247 2.518 -0.715
H 0.795 4.402 -0.122
H -1.007 3.887 0.936
H -0.751 2.386 1.307
H -2.871 3.388 -0.479
H -3.096 2.080 0.521
H -3.207 2.086 -1.347
C -1.390 -0.800 5.216
O -0.302 -0.931 4.496
C -0.270 -0.246 3.295
C 1.035 -0.635 2.526
N 0.996 -0.102 1.168
C 2.288 -0.431 0.634
C 2.360 -1.765 0.063
O 1.445 -1.747 -1.069
C 1.217 -2.971 -1.680
H -2.302 -1.208 4.664
H -1.478 0.280 5.145
H -1.402 -1.187 6.278
H -0.262 0.923 3.712
H -1.088 -0.694 2.640
H 0.879 -1.747 2.781
H 1.852 -0.128 3.207
H 1.078 0.986 1.366
H 3.098 -0.158 1.236
H 2.533 0.285 -0.227
H 1.842 -2.753 0.669
H 3.373 -1.870 -0.195
H 0.617 -2.742 -2.397
H 0.734 -3.781 -1.033
H 2.157 -3.276 -2.222
C -0.243 -1.691 -6.449
O -0.826 -2.131 -5.459
C -1.379 -1.080 -4.693
C -2.554 -1.671 -3.859
N -3.082 -0.711 -2.806
C -4.209 -1.205 -1.948
C -3.666 -2.199 -0.912
O -2.385 -1.764 -0.327
C -1.870 -2.659 0.640
H -0.986 -1.237 -7.088
H 0.246 -2.462 -6.961
H 0.667 -0.878 -6.293
H -1.828 -0.272 -5.051
H -0.760 -0.689 -4.004
H -2.245 -2.476 -3.160
H -3.572 -1.822 -4.659
H -3.501 0.132 -3.158
H -4.953 -1.686 -2.544
H -4.678 -0.342 -1.383
H -3.381 -2.946 -1.633
H -4.440 -2.371 -0.066
H -1.582 -3.542 0.138
H -2.679 -2.945 1.509
H -0.861 -2.460 1.105
*
```

Results
F_max = 15.694 eV/A
LUMO energy = -1.93 eV
Gap between HOMO and LUMO = 0.366 Eh
HOMO = -11.88 eV
ΔE to the lowest compared entry with this formula, charge and spin = 365.2 kJ/mol

Here are the Löwdin charges for atoms 1 to 2, given in e:
1 O 0.301
2 H 0.067

Molecular formula: C18H26N4O7S
Method: DFT, ωB97M-V with the def2-TZVPD basis set

```
! wB97M-V def2-TZVPD RIJCOSX def2/J DEFGRID3
* xyz 0 1
C -7.275 -0.968 -0.577
C -5.806 -0.774 -0.365
C -4.968 -1.873 -0.225
C -3.607 -1.714 -0.030
C -3.083 -0.439 0.023
S -1.330 -0.258 0.315
O -1.136 -0.070 1.739
O -0.659 -1.363 -0.303
N -0.948 1.146 -0.489
C -0.782 2.367 0.276
C 0.664 2.541 0.741
O 1.419 3.360 0.245
N 1.007 1.709 1.739
C 2.387 1.498 2.090
C 3.031 0.389 1.251
O 4.215 0.177 1.216
O 2.106 -0.258 0.564
C 2.485 -1.359 -0.271
C 3.708 -1.018 -1.117
O 4.617 -1.779 -1.325
N 3.746 0.260 -1.637
C 2.721 1.209 -1.713
N 3.169 2.484 -1.747
O 1.553 0.904 -1.813
C 2.710 -2.646 0.543
C 1.702 -2.730 1.688
C 2.560 -3.851 -0.382
C -3.896 0.667 -0.115
C -5.263 0.516 -0.311
C -6.138 1.720 -0.464
H -7.843 -0.486 0.217
H -7.587 -0.525 -1.521
H -7.526 -2.025 -0.591
H -5.387 -2.868 -0.270
H -2.945 -2.559 0.071
H -0.198 0.994 -1.158
H -1.056 3.218 -0.355
H -1.442 2.313 1.144
H 0.341 0.973 1.978
H 2.942 2.424 1.916
H 2.471 1.228 3.146
H 1.609 -1.484 -0.920
H 4.656 0.525 -1.993
H 4.109 2.686 -1.450
H 2.478 3.193 -1.533
H 3.729 -2.626 0.945
H 1.907 -1.986 2.454
H 1.751 -3.714 2.149
H 0.697 -2.563 1.306
H 3.269 -3.793 -1.202
H 2.748 -4.767 0.171
H 1.549 -3.885 -0.783
H -3.460 1.652 -0.083
H -6.653 1.700 -1.423
H -6.897 1.743 0.317
H -5.551 2.632 -0.405
*
```

Results
F_max = 1.107 eV/A
LUMO energy = 0.56 eV
Gap between HOMO and LUMO = 0.369 Eh
HOMO = -9.49 eV

Here are the Löwdin charges for atoms 1 to 2, given in e:
1 C -0.041
2 C -0.225

Molecular formula: C19H23FN2OS
Method: DFT, ωB97M-V with the def2-TZVPD basis set

```
! wB97M-V def2-TZVPD RIJCOSX def2/J DEFGRID3
* xyz 0 1
O 4.172 -1.646 -0.936
C 3.166 -0.910 -0.299
C 3.880 0.020 0.688
S 3.114 1.300 1.516
C 2.009 0.424 2.406
C 2.147 -1.151 2.901
C 1.214 -1.853 3.607
C -0.062 -1.168 3.759
F -0.981 -2.005 4.443
C -0.380 0.098 3.609
C 0.663 0.699 2.827
C 2.389 -0.119 -1.185
N 0.944 0.048 -0.447
C 0.469 1.463 -0.791
C -0.254 1.141 -2.204
N -1.220 0.310 -1.979
C -2.627 0.499 -1.601
C -2.926 1.862 -1.108
C -4.376 1.698 -0.763
C -5.337 0.980 -1.015
C -4.810 -0.231 -1.664
C -3.689 -0.562 -1.737
C -0.591 -1.082 -1.913
C 0.172 -0.953 -0.525
H 4.710 -1.109 -1.646
H 2.614 -1.611 0.264
H 4.633 -0.527 1.349
H 4.780 0.539 -0.113
H 3.163 -1.388 2.586
H 1.472 -2.631 3.959
H -1.366 0.570 3.692
H 0.481 1.753 2.192
H 2.291 -0.809 -2.145
H 2.849 0.636 -1.422
H 1.318 2.348 -0.739
H -0.149 1.631 -0.065
H -0.707 2.237 -2.306
H 0.395 1.141 -3.064
H -2.292 2.517 -1.055
H -4.517 2.809 -0.511
H -6.340 1.116 -0.635
H -5.637 -0.951 -1.656
H -3.239 -1.375 -2.249
H -1.407 -1.602 -1.640
H 0.010 -1.342 -2.571
H 0.485 -1.893 -0.100
H -0.634 -0.920 0.288
*
```

Results
F_max = 18.415 eV/A
LUMO energy = 0.36 eV
Gap between HOMO and LUMO = 0.271 Eh
HOMO = -7.01 eV
ΔE to the lowest compared entry with this formula, charge and spin = 1608.9 kJ/mol

Here are the Löwdin charges for atoms 1 to 2, given in e:
1 O -0.054
2 C -0.518

Molecular formula: C22H25BrF5I2NO21P3
Method: DFT, ωB97M-V with the def2-TZVPD basis set

```
! wB97M-V def2-TZVPD RIJCOSX def2/J DEFGRID3
* xyz -1 1
O 1.136 -1.838 4.602
P -0.262 -1.520 3.614
O -1.351 -0.375 4.341
C 0.175 -1.107 1.805
O 1.173 -0.024 1.523
P 2.663 -0.712 0.909
O 3.883 -1.520 -0.058
I 3.592 1.447 0.035
C 3.779 -0.290 2.422
C 5.390 -0.647 2.358
C 6.321 -0.212 3.669
C 5.530 0.539 4.893
N 4.065 0.851 4.993
C 3.255 0.451 3.795
O 2.244 -2.344 1.379
C 0.768 -2.542 1.184
Br 0.185 -3.029 -0.710
P -0.035 -4.025 2.158
O 0.440 -5.555 1.390
I -2.514 -4.004 1.863
H 0.743 -2.159 5.489
H -1.603 -0.788 5.240
H -0.799 -0.736 1.271
H 1.932 -0.695 -0.364
H 4.579 -0.864 -0.356
H 5.955 -1.148 1.467
H 7.483 -0.386 3.740
H 6.210 0.878 5.815
H 2.090 0.708 3.844
H -0.278 -5.655 0.669
C 2.626 5.366 -2.967
C 3.268 4.297 -3.783
O 4.589 4.255 -3.293
C 4.496 4.649 -1.991
O 5.374 4.482 -1.161
O 3.295 5.249 -1.728
F 3.309 4.645 -5.089
H 2.793 6.369 -3.376
H 1.551 5.210 -2.849
H 2.804 3.310 -3.675
C -5.254 -2.444 -1.639
C -4.524 -3.222 -2.681
O -3.487 -2.352 -3.075
C -3.223 -1.593 -1.975
O -2.215 -0.920 -1.834
O -4.221 -1.684 -1.044
F -5.315 -3.455 -3.752
H -6.004 -1.768 -2.064
H -5.740 -3.089 -0.903
H -4.096 -4.163 -2.320
C -3.224 0.573 -4.702
C -4.210 1.687 -4.789
O -3.545 2.765 -4.169
C -2.220 2.536 -4.388
O -1.348 3.378 -4.246
O -1.986 1.251 -4.792
F -5.321 1.405 -4.074
H -3.274 0.036 -3.748
H -3.337 -0.147 -5.516
H -4.485 1.964 -5.812
C 1.541 -1.294 -4.422
C 1.525 -1.123 -5.902
O 1.070 0.200 -6.076
C 1.483 0.866 -4.961
O 1.520 2.081 -4.865
O 1.858 0.006 -3.966
F 0.631 -1.960 -6.475
H 0.568 -1.593 -4.019
H 2.293 -2.018 -4.095
H 2.504 -1.241 -6.378
C -3.896 1.344 7.107
C -4.701 0.487 8.024
O -4.111 -0.786 7.887
C -2.807 -0.541 7.578
O -1.919 -1.374 7.651
O -2.614 0.754 7.183
F -5.985 0.409 7.608
H -4.252 1.307 6.072
H -3.867 2.388 7.432
H -4.667 0.798 9.074
*
```

Results
F_max = 6.285 eV/A
LUMO energy = 1.48 eV
Gap between HOMO and LUMO = 0.227 Eh
HOMO = -4.70 eV

Here are the Löwdin charges for atoms 1 to 2, given in e:
1 O -0.329
2 P 0.863

Molecular formula: C4H8Cl4
Method: DFT, ωB97M-V with the def2-TZVPD basis set

```
! wB97M-V def2-TZVPD RIJCOSX def2/J DEFGRID3
* xyz 1 2
Cl 1.941 0.498 0.095
C 2.461 -0.175 -1.531
C 2.029 0.724 -2.753
Cl 0.250 1.088 -2.572
H 1.886 -1.100 -1.571
H 3.518 -0.441 -1.549
H 2.233 0.101 -3.623
H 2.653 1.617 -2.791
Cl -0.935 -0.060 3.785
C -1.314 -0.360 2.040
C -2.860 -0.182 1.748
Cl -4.003 -0.790 2.986
H -1.100 -1.420 1.904
H -0.662 0.258 1.423
H -3.049 -0.643 0.778
H -3.049 0.885 1.631
*
```

Results
F_max = 2.172 eV/A
LUMO energy (alpha / beta) = -3.75 / -10.76 eV
Gap between HOMO and LUMO (alpha / beta) = 0.358 / 0.101 Eh
HOMO (alpha / beta) = -13.50 / -13.50 eV
<S²> = 0.7538

Here are the Löwdin charges for atoms 1 to 2, given in e:
1 Cl 0.464
2 C -0.591

Molecular formula: C34H60N2O2RuSi
Method: DFT, ωB97M-V with the def2-TZVPD basis set

```
! wB97M-V def2-TZVPD RIJCOSX def2/J DEFGRID3
* xyz 1 6
O 1.799 1.267 -2.855
O 2.523 -1.001 -1.821
C 1.073 1.963 -3.869
C -0.083 2.777 -3.315
H 0.723 1.182 -4.560
H 1.800 2.591 -4.414
H -0.458 2.350 -2.377
H -0.907 2.787 -4.036
H 0.214 3.817 -3.119
C 2.322 2.130 -1.825
C 3.778 1.850 -1.584
H 1.725 1.961 -0.914
H 2.166 3.181 -2.115
H 3.965 0.788 -1.412
H 4.099 2.407 -0.697
H 4.387 2.180 -2.434
C 3.271 -1.741 -0.832
C 2.949 -1.379 -3.152
C 3.314 -0.951 0.441
H 4.302 -1.895 -1.196
H 2.797 -2.730 -0.693
H 4.101 -0.191 0.383
H 3.579 -1.620 1.262
H 2.359 -0.467 0.679
C 4.244 -0.743 -3.562
H 2.132 -1.088 -3.820
H 3.049 -2.478 -3.188
H 4.126 0.342 -3.604
H 4.463 -1.131 -4.559
H 5.071 -1.022 -2.901
H 1.021 0.089 -1.679
N -1.575 1.584 1.478
C -2.288 1.698 2.604
C -2.706 0.590 3.331
C -2.152 -0.687 3.356
C -2.596 3.065 3.142
H -3.126 3.693 2.419
H -1.689 3.576 3.487
H -3.248 2.932 4.010
C -2.314 -1.552 4.568
H -1.343 -1.799 5.013
H -2.873 -2.468 4.342
H -2.884 -0.977 5.303
N -1.469 -1.162 2.320
C -0.952 2.768 0.950
C -1.639 3.576 0.021
C -3.055 3.288 -0.358
C -0.978 4.693 -0.501
H -1.500 5.296 -1.248
C 0.303 5.036 -0.070
H 0.809 5.907 -0.493
C 0.914 4.291 0.936
H 1.893 4.574 1.323
C 0.286 3.178 1.491
C 0.883 2.472 2.669
C -0.833 -2.440 2.339
C -1.537 -3.562 1.856
C -3.023 -3.520 1.674
C -0.802 -4.712 1.564
H -1.332 -5.572 1.151
C 0.575 -4.747 1.770
H 1.146 -5.629 1.475
C 1.229 -3.670 2.368
H 2.301 -3.704 2.568
C 0.519 -2.530 2.736
C 1.196 -1.410 3.465
Ru -1.594 -0.244 0.500
H -3.177 2.293 -0.801
H -3.382 4.021 -1.107
H -3.745 3.353 0.496
H 0.917 1.383 2.527
H 0.326 2.665 3.600
H 1.914 2.814 2.825
H -3.331 -4.337 1.009
H -3.374 -2.573 1.239
H -3.561 -3.658 2.626
H 0.619 -1.038 4.324
H 1.401 -0.562 2.797
H 2.165 -1.755 3.853
H -3.376 0.815 4.152
C -0.013 -0.132 -1.010
Si -0.746 -1.664 -1.860
H 0.494 -0.246 -0.016
H -0.582 0.828 -1.108
C -0.806 -1.271 -3.728
C -2.434 -2.474 -1.658
C 0.368 -3.176 -1.614
H -0.213 -4.098 -1.793
H 0.749 -3.223 -0.583
H 1.220 -3.193 -2.311
H -1.444 -0.398 -3.927
H -1.247 -2.137 -4.249
H 0.188 -1.089 -4.158
H -3.254 -1.752 -1.716
H -2.476 -3.034 -0.712
H -2.578 -3.195 -2.481
C -3.503 -0.085 -0.012
H -3.513 0.349 -1.027
H -4.058 0.574 0.670
H -4.002 -1.063 -0.037
*
```

Results
F_max = 3.047 eV/A
LUMO energy (alpha / beta) = -2.24 / -4.36 eV
Gap between HOMO and LUMO (alpha / beta) = 0.279 / 0.260 Eh
HOMO (alpha / beta) = -9.84 / -11.43 eV
ΔE to the lowest compared entry with this formula, charge and spin = 149.0 kJ/mol
<S²> = 8.7686

Here are the Löwdin charges for atoms 1 to 2, given in e:
1 O -0.248
2 O -0.271

Molecular formula: C2H3NS
Method: DFT, ωB97M-V with the def2-TZVPD basis set

```
! wB97M-V def2-TZVPD RIJCOSX def2/J DEFGRID3
* xyz 0 1
C -0.717 0.188 0.208
C 0.094 -2.485 -0.456
N 0.254 1.140 0.136
S -0.509 -1.350 -1.255
H -0.432 -0.337 1.104
H 0.477 1.743 -0.663
H 0.833 1.101 0.926
*
```

Results
F_max = 2.659 eV/A
LUMO energy = -0.19 eV
Gap between HOMO and LUMO = 0.300 Eh
HOMO = -8.36 eV
ΔE to the lowest compared entry with this formula, charge and spin = 472.2 kJ/mol

Here are the Löwdin charges for atoms 1 to 2, given in e:
1 C -0.295
2 C -0.531

Molecular formula: C8H20ClNOSi
Method: DFT, ωB97M-V with the def2-TZVPD basis set

```
! wB97M-V def2-TZVPD RIJCOSX def2/J DEFGRID3
* xyz 0 1
C -1.631 -2.721 -1.650
C -0.364 -2.772 -0.761
C 0.885 -3.442 -1.463
O 0.110 -1.549 -0.313
Si 0.138 0.003 -0.742
C -1.701 0.418 -1.139
Cl 1.186 -0.030 -2.571
N 1.228 0.866 0.273
C 0.750 1.776 1.354
C -0.152 2.916 0.716
C -0.019 1.003 2.401
C 1.947 2.516 1.952
H -1.423 -2.004 -2.581
H -1.829 -3.790 -1.772
H -2.426 -2.230 -1.002
H -0.537 -3.462 0.113
H 1.373 -2.603 -2.166
H 0.566 -4.337 -2.118
H 1.708 -3.828 -0.730
H -2.253 -0.123 -1.807
H -2.146 0.178 -0.259
H -1.891 1.445 -1.350
H 1.857 1.372 -0.310
H 0.558 3.459 0.116
H -0.820 2.503 -0.018
H -0.834 3.490 1.388
H 0.538 0.354 3.026
H -0.926 0.589 1.760
H -0.588 1.781 3.090
H 2.554 1.976 2.701
H 2.582 2.934 1.226
H 1.561 3.314 2.633
*
```

Results
F_max = 4.744 eV/A
LUMO energy = 0.71 eV
Gap between HOMO and LUMO = 0.383 Eh
HOMO = -9.71 eV

Here are the Löwdin charges for atoms 1 to 2, given in e:
1 C -0.064
2 C -0.504

Molecular formula: C21H22BrCrN4O5Si
Method: DFT, ωB97M-V with the def2-TZVPD basis set

```
! wB97M-V def2-TZVPD RIJCOSX def2/J DEFGRID3
* xyz -1 5
Cr -0.903 -0.275 -0.529
O -5.391 -4.299 -0.864
C -4.408 -3.365 -0.767
C -4.672 -2.006 -0.939
C -3.613 -1.130 -0.827
N -2.401 -1.583 -0.562
C -2.126 -2.867 -0.385
C -3.121 -3.814 -0.477
C -0.651 -3.092 -0.049
O -0.264 -4.219 0.216
O 0.031 -2.002 -0.056
C -3.658 0.393 -0.943
O -4.733 0.937 -1.138
O -2.506 0.937 -0.785
H -6.219 -3.860 -1.085
H -5.661 -1.622 -1.156
H -2.902 -4.862 -0.331
C -2.538 -1.122 2.729
C -1.573 0.022 2.656
C -1.292 0.827 3.743
C -0.387 1.882 3.573
C 0.224 2.108 2.367
C -0.077 1.239 1.287
N -0.979 0.236 1.483
N 0.384 1.234 0.031
Si 1.632 2.240 -0.606
C 3.135 2.321 0.530
C 2.165 1.598 -2.283
C 0.991 3.991 -0.846
H -2.932 -1.238 3.737
H -2.044 -2.050 2.435
H -3.372 -0.957 2.043
H -1.772 0.644 4.694
H -0.169 2.534 4.412
H 0.910 2.930 2.226
H 3.434 1.324 0.860
H 2.959 2.935 1.415
H 3.980 2.758 -0.010
H 2.899 -0.146 -3.265
H 2.718 2.389 -2.803
H 1.257 1.404 -2.859
H 0.595 4.396 0.089
H 0.174 3.987 -1.571
H 1.771 4.667 -1.206
Br -0.698 -0.551 -2.998
C 3.016 0.307 -2.263
C 4.475 0.564 -2.064
C 5.208 -0.174 -1.191
C 4.569 -1.163 -0.420
C 3.157 -1.314 -0.542
N 2.412 -0.648 -1.355
H 4.937 1.344 -2.660
H 6.270 0.006 -1.072
H 5.121 -1.772 0.282
H 2.632 -2.022 0.098
*
```

Results
F_max = 0.196 eV/A
LUMO energy (alpha / beta) = 2.43 / 1.94 eV
Gap between HOMO and LUMO (alpha / beta) = 0.266 / 0.261 Eh
HOMO (alpha / beta) = -4.80 / -5.16 eV
ΔE to the lowest compared entry with this formula, charge and spin = 0.0 kJ/mol
<S²> = 6.0640

Here are the Löwdin charges for atoms 1 to 2, given in e:
1 Cr 0.595
2 O 0.067

The evaluated electronic energy for the records listed, in turn: -1404.7714; -1845.5000; -1419.9820; -7180.7922; -1997.5730; -1975.5103; -530.7549; -1196.5607; -5316.9477 hartree.